Record 1
Formula: C24H32O24
Source: the Open Molecules 2025 dataset
Level of theory: ωB97M-V/def2-TZVPD

Calculated values
Highest occupied orbital energy (eV): -10.4
Energy (Eh): -2739.5288
Charge: 0
Maximum force (eV Å⁻¹): 3.19

Each line ends with the Mulliken charge.
Geometry (Å):
O (9.760, 15.135, 7.294)  0.217
H (14.583, 12.525, 10.139)  0.237
C (6.253, 8.256, 10.086)  0.660
H (12.237, 10.925, 5.640)  0.267
O (6.609, 20.071, 8.846)  -0.282
C (9.007, 12.052, 9.921)  0.243
C (6.445, 12.007, 5.674)  -0.269
O (11.295, 8.380, 7.548)  -0.366
C (8.217, 8.588, 10.984)  -0.205
H (7.406, 13.756, 11.925)  0.287
H (6.304, 9.834, 5.837)  0.346
C (10.070, 14.063, 6.524)  0.083
O (7.391, 12.476, 4.690)  -0.373
O (13.214, 13.863, 9.388)  -0.335
O (9.405, 13.106, 6.503)  -0.295
H (10.935, 16.454, 8.218)  0.334
H (7.411, 19.843, 10.713)  0.178
C (13.474, 12.518, 9.858)  0.094
H (13.314, 11.715, 9.077)  -0.073
H (10.392, 16.832, 6.469)  0.336
O (6.875, 8.888, 11.103)  -0.343
C (10.975, 9.147, 6.366)  0.193
H (8.390, 7.695, 11.554)  0.386
H (5.516, 11.965, 5.083)  0.345
H (8.401, 17.072, 5.805)  0.246
C (12.278, 9.948, 6.181)  -0.425
H (6.855, 15.364, 6.212)  -0.183
C (8.827, 14.329, 10.298)  0.443
H (9.547, 14.525, 11.104)  0.294
O (12.152, 15.662, 10.230)  -0.614
H (7.145, 21.624, 10.186)  0.237
C (6.743, 20.529, 10.203)  -0.148
H (7.415, 10.605, 7.052)  -0.313
O (7.809, 17.260, 9.789)  -0.723
O (9.640, 11.046, 9.737)  -0.432
H (11.655, 11.783, 10.701)  -0.384
O (12.106, 13.671, 11.329)  -0.335
O (12.724, 8.812, 9.360)  -0.539
O (12.703, 10.109, 7.536)  -0.393
O (4.599, 19.641, 9.609)  -0.355
O (7.068, 7.907, 9.142)  -0.398
C (7.035, 10.639, 6.028)  0.267
H (8.525, 9.273, 8.970)  -0.504
C (7.543, 17.419, 6.348)  -0.484
C (7.580, 13.638, 10.829)  -0.275
C (5.406, 19.539, 8.587)  0.818
C (7.411, 17.132, 8.625)  0.872
C (8.384, 8.365, 9.535)  0.680
C (8.309, 11.547, 4.430)  0.816
H (12.457, 14.839, 7.368)  -0.112
O (6.501, 16.328, 8.090)  -0.359
O (5.069, 8.156, 9.941)  -0.591
C (12.484, 14.494, 10.285)  0.794
H (12.892, 11.923, 11.919)  0.333
H (4.831, 21.378, 10.676)  0.309
O (9.451, 13.232, 9.468)  0.084
H (5.591, 16.572, 6.198)  0.405
C (11.917, 15.381, 6.567)  -0.030
H (5.243, 19.885, 11.534)  0.350
H (6.388, 12.714, 6.451)  0.135
O (5.122, 19.129, 7.511)  -0.564
H (6.732, 13.853, 10.168)  0.275
C (5.257, 20.403, 10.629)  -0.458
C (12.271, 9.049, 8.292)  0.761
H (8.673, 15.230, 9.767)  -0.639
C (12.503, 12.394, 11.012)  0.354
O (7.906, 12.176, 10.633)  -0.401
H (13.073, 9.478, 5.582)  0.238
H (7.104, 18.326, 5.888)  0.401
O (9.135, 11.669, 3.610)  -0.563
H (12.572, 15.891, 5.807)  0.318
H (10.058, 9.799, 6.474)  -0.195
O (8.154, 10.438, 5.142)  -0.353
C (6.544, 16.311, 6.630)  0.171
O (11.257, 14.246, 5.881)  -0.395
H (9.097, 7.615, 9.237)  0.285
H (10.780, 8.539, 5.506)  0.384
C (10.786, 16.118, 7.201)  -0.476
H (8.853, 9.442, 11.307)  0.050
O (7.952, 17.929, 7.650)  -0.347

Record 2
Formula: C24H33AuBF4O9PS
Source: the Open Molecules 2025 dataset
Level of theory: ωB97M-V/def2-TZVPD

Calculated values
Multiplicity: 3
Highest occupied orbital energy (spin up / spin down) (eV): -6.3 / -8.5
Energy (Eh): -2911.2201
Charge: 0
Maximum force (eV Å⁻¹): 0.36

Each line ends with the Mulliken charge.
Geometry (Å):
C (-0.126, 1.244, 5.458)  -1.019
H (4.892, -0.273, 0.048)  0.460
C (-0.658, 2.610, -2.756)  1.781
C (1.627, -0.388, 5.629)  -0.638
Au (0.045, 0.636, 0.748)  1.510
C (3.104, -1.864, -1.282)  -1.344
H (0.774, 4.064, -3.486)  0.418
O (2.133, 0.179, -1.880)  -0.123
O (-1.344, -0.550, 1.768)  -0.011
O (0.355, 1.573, -2.526)  -0.158
H (-3.615, -4.178, -5.683)  0.253
H (-3.078, -2.554, 2.685)  0.431
O (-1.956, -4.331, -4.460)  -0.522
C (-0.189, -0.729, 4.114)  0.734
H (-1.943, -1.069, -0.441)  0.843
H (-2.046, 2.954, -4.365)  0.405
C (-3.370, -4.413, -4.649)  -0.243
H (-1.637, 1.246, -4.099)  0.337
H (2.729, 2.033, 6.676)  0.321
H (4.170, 1.298, -0.362)  0.434
F (-2.625, 3.383, 3.123)  -0.320
H (0.352, 4.267, -1.783)  0.375
B (-2.684, 2.552, 2.017)  0.267
C (-1.902, -1.766, -1.267)  -1.168
C (-0.044, 4.004, -2.767)  -1.769
O (0.825, -1.477, 0.176)  -0.811
O (1.849, -2.231, -1.918)  -0.409
C (-2.984, -2.979, -2.982)  0.983
H (2.995, -2.085, -0.226)  0.324
C (-2.509, -2.040, 3.458)  -1.149
C (3.410, -0.361, -1.505)  1.806
C (-0.764, 0.478, 4.496)  -0.129
C (-1.760, -3.493, -3.396)  1.029
O (2.714, 2.656, -2.167)  -0.855
H (3.248, 0.127, 0.594)  0.302
C (1.008, -1.166, 4.665)  -0.794
H (4.413, 0.905, -2.910)  0.354
H (-2.465, 3.281, -1.781)  0.510
H (0.355, -3.594, -3.133)  0.533
C (3.965, 0.236, -0.221)  -1.729
P (1.688, 1.730, -1.681)  1.006
C (0.478, -2.004, -0.891)  0.697
H (-2.220, 1.528, -1.719)  0.271
H (3.875, -2.496, -1.717)  0.512
H (1.170, 2.540, 7.331)  0.348
C (4.371, -0.158, -2.668)  -1.724
H (5.370, -0.508, -2.399)  0.421
O (1.309, 1.913, -0.191)  -0.843
O (-3.983, -3.462, -3.781)  -0.508
H (-3.713, -5.418, -4.394)  0.254
H (-1.273, 2.617, -0.679)  0.144
F (-3.331, 1.351, 2.323)  -0.358
H (-1.673, 0.834, 4.025)  0.115
F (-3.223, 3.153, 0.896)  -0.318
C (-0.582, -3.173, -2.799)  -1.159
C (-0.643, -2.296, -1.664)  0.444
H (-2.344, -2.692, 4.316)  0.428
F (-1.236, 2.255, 1.676)  -0.418
H (-0.465, 2.325, -4.881)  0.448
H (1.447, -2.103, 4.341)  0.413
C (-3.076, -2.105, -1.926)  -1.525
H (-0.562, 2.196, 5.741)  0.374
S (-0.912, -1.637, 2.764)  0.553
C (-1.716, 2.497, -1.668)  -1.298
H (-3.000, -1.110, 3.742)  0.318
H (-0.813, 4.729, -3.036)  0.472
C (-1.240, 2.262, -4.115)  -1.972
H (1.977, 1.100, 7.969)  0.366
C (1.072, 0.825, 6.035)  0.989
H (-4.025, -1.672, -1.634)  0.481
C (1.773, 1.674, 7.064)  -1.463
H (1.633, -1.463, -2.493)  0.544
H (2.569, -0.714, 6.055)  0.393
H (4.034, -0.702, -3.554)  0.375

Record 3
Formula: C24H33BrO2S4SbW
Source: the Open Molecules 2025 dataset
Level of theory: ωB97M-V/def2-TZVPD

Calculated values
Highest occupied orbital energy (spin up / spin down) (eV): -3.5 / -3.5
Energy (Eh): -5559.0689
Charge: -1
Maximum force (eV Å⁻¹): 1.75

Each line ends with the natural charge from an NBO analysis.
Geometry (Å):
H (4.175, -2.052, -0.175)  0.238
C (-0.235, 1.056, 0.995)  -0.120
H (-4.014, 1.656, -2.099)  0.198
O (0.275, -2.445, -0.015)  -0.650
C (-1.507, 0.399, 0.989)  -0.310
H (-1.617, 1.820, -1.985)  0.275
H (0.479, 2.283, 4.127)  0.204
S (-0.559, -0.905, -6.884)  -0.908
H (-4.304, 2.190, 0.320)  0.207
C (0.287, -0.197, 3.107)  -0.599
H (2.379, 2.183, 1.769)  0.206
C (-4.069, 0.582, -1.902)  -0.615
H (-0.714, -0.218, 3.540)  0.202
O (1.885, -0.988, -0.109)  -0.653
H (2.239, 1.344, -1.896)  0.227
C (4.327, -5.227, 1.011)  -0.224
H (0.982, -4.626, 1.020)  0.253
C (2.970, -5.441, 1.199)  -0.076
S (-1.357, -1.471, -2.625)  -0.237
H (0.335, 2.405, -2.959)  0.234
C (1.032, 3.947, 0.040)  -0.596
C (2.500, -3.247, 0.401)  -0.078
H (2.506, 1.159, 3.187)  0.203
H (2.704, 1.616, -0.225)  0.214
H (-3.451, 0.068, -2.637)  0.254
C (0.436, 3.223, -2.243)  -0.604
H (2.490, 0.431, 1.578)  0.237
C (-2.192, 0.620, -0.219)  -0.007
H (1.667, 4.700, -0.433)  0.208
W (-0.153, -0.464, -0.738)  0.991
H (-1.921, -0.145, 1.822)  0.250
H (-0.516, 3.752, -2.174)  0.204
C (0.917, 2.723, -0.875)  -0.077
H (-4.962, -1.444, -0.324)  0.211
C (1.519, -2.180, 0.076)  0.759
C (2.071, 1.229, 2.188)  -0.613
H (1.177, 3.919, -2.641)  0.210
Br (2.380, -7.092, 1.905)  0.057
C (-4.481, 1.126, 0.495)  -0.590
H (-5.103, 0.267, -2.055)  0.214
C (2.299, 2.096, -1.110)  -0.606
S (0.658, -1.035, -2.802)  0.019
C (-0.114, 1.732, -0.304)  -0.074
H (-5.544, 0.928, 0.340)  0.211
H (2.998, 2.873, -1.432)  0.201
H (-3.657, -1.461, 0.870)  0.194
H (0.214, 3.231, 2.660)  0.212
H (-3.316, -1.859, -0.817)  0.235
Sb (-1.334, -2.645, -5.666)  0.836
C (0.010, 2.274, 3.140)  -0.595
C (4.767, -4.008, 0.515)  -0.205
C (2.042, -4.463, 0.887)  -0.215
C (3.854, -3.009, 0.214)  -0.173
H (1.468, 3.710, 1.007)  0.199
H (-1.071, 2.187, 3.273)  0.208
C (-1.324, 1.403, -1.038)  -0.390
H (0.997, -0.266, 3.932)  0.210
H (0.049, 4.393, 0.213)  0.208
H (-4.241, 0.907, 1.538)  0.198
C (-3.648, 0.265, -0.465)  -0.068
H (0.406, -1.084, 2.482)  0.214
H (5.825, -3.842, 0.363)  0.219
C (-3.906, -1.215, -0.166)  -0.599
C (0.550, 1.097, 2.313)  -0.054
H (5.032, -6.014, 1.244)  0.226
S (-3.591, -2.755, -5.746)  -0.912